<a>
The following is a quantum chemistry calculation of a 3-piece molecular cluster, C2H10N2O2 overall, from OMol25.

* 2S+1: 2
* charge: +1
* ⟨S²⟩: 0.76

Element x y z (Å)
C: -1.65 -0.14 1.24
C: -1.05 0.82 0.32
N: -1.76 1.96 -0.05
N: -1.62 -1.52 1.36
H: -2.49 0.40 1.67
H: -0.07 0.60 -0.06
H: -1.47 2.82 0.38
H: -1.62 2.01 -1.05
H: -2.27 -1.94 1.97
H: -1.08 -2.03 0.67
H: 1.57 -1.24 -2.88
H: 2.20 -0.98 -1.49
O: 1.40 -1.33 -1.93
H: 2.75 0.62 -0.34
H: 3.75 0.06 0.59
O: 3.42 -0.11 -0.40


<b>
The following is a quantum chemistry calculation of a 2-piece molecular cluster, C2H10N2O2 overall, from OMol25.

* 2S+1: 2
* charge: +1
* ⟨S²⟩: 0.76

Element x y z (Å)
N: -2.55 0.84 -0.50
C: -1.50 -0.15 -0.66
O: -1.35 -0.40 -2.02
H: -3.24 0.90 -1.26
H: -2.22 1.78 -0.32
H: -1.69 -1.09 -0.16
H: -0.52 0.20 -0.29
H: -1.01 0.40 -2.43
N: 2.18 0.23 0.22
C: 1.56 -0.26 1.44
O: 0.78 -1.44 1.17
H: 2.57 1.12 0.50
H: 3.01 -0.33 0.02
H: 0.86 0.47 1.83
H: 2.27 -0.59 2.21
H: 0.85 -1.67 0.25


Energy relative to the most stable one, in kJ/mol: <a> 0.0; <b> 102.6


<a>
The following is a quantum chemistry calculation of C6H7NS as an isolated structure, from OMol25.

Element x y z (Å)
C: 2.86 0.01 0.09
C: 1.00 -0.15 -0.37
C: -0.60 -0.02 -0.23
C: 2.00 -1.23 0.09
C: -1.54 1.07 -0.31
C: -2.65 0.20 0.34
N: 1.96 0.87 -0.29
S: -1.83 -1.33 -0.21
H: 3.97 0.28 0.03
H: 2.29 -1.97 -0.67
H: 1.82 -1.76 1.04
H: -1.42 2.00 0.26
H: -1.72 1.25 -1.36
H: -2.42 0.45 1.40
H: -3.71 0.33 0.19


<b>
The following is a quantum chemistry calculation of C6H7NS as an isolated structure, from OMol25.

Element x y z (Å)
C: -1.38 -0.25 -0.01
C: -0.42 0.28 1.04
C: -0.25 1.44 -0.01
C: -0.42 0.28 -1.05
C: 0.86 -0.54 -0.74
C: 0.85 -0.53 0.74
H: -0.73 0.43 2.08
H: -1.09 2.16 0.01
H: 0.70 1.97 0.01
H: -0.71 0.42 -2.07
H: 1.71 -0.40 -1.34
H: 1.45 -2.35 -0.01
H: 1.75 -0.42 1.35
N: 0.60 -1.78 0.00
S: -2.92 -0.70 0.00


Energy relative to the most stable one, in kJ/mol: <a> 181.4; <b> 0.0


<a>
The following is a quantum chemistry calculation of C6H7NS in the gas phase, from OMol25.

* SMILES: N#CCC1(C=S)CC1

Element x y z (Å)
N: 1.31 2.84 0.48
C: 1.00 1.99 -0.18
C: 0.52 0.87 -0.97
C: -0.05 -0.02 0.05
C: 1.21 -0.94 0.74
S: 2.44 -1.50 -0.16
C: -1.34 -0.04 0.76
C: -1.11 -1.00 -0.35
H: -0.31 1.20 -1.74
H: 1.38 0.39 -1.47
H: 1.03 -1.27 1.77
H: -1.99 0.73 0.58
H: -1.45 -0.41 1.84
H: -0.83 -2.00 -0.06
H: -1.82 -0.85 -1.28


<b>
The following is a quantum chemistry calculation of C6H7NS in the gas phase, from OMol25.

* SMILES: CC1=C(C)C(=S)C=N1

Element x y z (Å)
C: -2.18 -0.08 0.10
C: -0.74 -0.43 -0.04
C: 0.42 0.27 0.02
C: 0.70 1.72 -0.22
C: 1.50 -0.69 0.02
S: 3.11 -0.31 0.08
C: 0.91 -2.06 -0.06
N: -0.35 -1.96 -0.14
H: -2.55 -0.66 0.97
H: -2.28 1.04 0.49
H: -2.85 -0.49 -0.61
H: 1.27 2.08 0.77
H: -0.21 2.51 -0.21
H: 1.52 1.83 -0.93
H: 1.75 -2.78 -0.25


<c>
The following is a quantum chemistry calculation of C6H7NS in the gas phase, from OMol25.

Element x y z (Å)
C: 1.38 -1.67 1.62
C: 0.39 -0.48 0.17
C: -0.63 -1.27 0.64
C: -1.70 -0.02 -0.85
C: -0.17 0.40 -0.83
C: 0.19 1.90 -0.55
N: 1.59 -0.71 0.79
S: -0.12 -2.39 1.78
H: 2.17 -2.12 2.29
H: -2.03 -0.78 -1.41
H: -2.28 0.45 -0.11
H: 0.33 0.06 -1.90
H: -0.01 2.34 0.38
H: -0.31 2.51 -1.27
H: 1.20 1.78 -0.77


Energy relative to the most stable one, in kJ/mol: <a> 15.0; <b> 0.0; <c> 194.8


<a>
The following is a quantum chemistry calculation of an isolated ion of composition C11H15N2 and charge +1, from OMol25.

* charge: +1
* SMILES: c1ccc(C[N+]2(N3CC3)CC2)cc1

Element x y z (Å)
C: 2.46 2.20 2.27
C: 2.89 1.87 1.01
C: 2.20 0.90 0.30
C: 1.22 0.13 1.01
C: 0.48 -0.97 0.29
N: -0.89 -0.31 -0.51
N: -1.79 -1.24 -0.96
C: -1.46 -2.35 -1.84
C: -1.96 -2.56 -0.44
C: -0.53 0.74 -1.34
C: -1.53 0.99 -0.24
C: 0.66 0.59 2.20
C: 1.32 1.64 2.86
H: 3.04 2.93 2.86
H: 3.76 2.42 0.63
H: 2.60 0.49 -0.57
H: 1.03 -1.40 -0.59
H: 0.02 -1.67 0.91
H: -0.43 -2.61 -2.12
H: -2.00 -2.55 -2.80
H: -3.01 -2.64 -0.34
H: -1.29 -2.91 0.35
H: -0.87 0.87 -2.35
H: 0.50 1.00 -1.07
H: -1.53 1.54 0.65
H: -2.45 1.04 -0.77
H: -0.17 -0.06 2.79
H: 1.02 2.11 3.75


<b>
The following is a quantum chemistry calculation of an isolated ion of composition C11H15N2 and charge +1, from OMol25.

* charge: +1

Element x y z (Å)
C: 3.21 1.10 0.04
C: 3.25 -0.14 -0.53
C: 1.94 1.64 0.35
C: 2.06 -0.93 -0.68
C: 0.78 0.80 0.40
C: 0.89 -0.54 -0.01
C: -1.49 1.86 -0.10
C: -2.74 1.01 -0.55
C: -0.53 1.28 0.87
C: -1.34 -0.65 0.63
C: 0.07 -2.71 0.46
N: -0.25 -1.36 0.18
N: -2.22 -0.36 -0.56
H: 4.20 1.71 0.14
H: 4.26 -0.42 -0.96
H: 2.00 2.71 0.67
H: 1.94 -1.92 -1.10
H: -0.85 2.07 -1.08
H: -1.75 2.79 0.13
H: -3.50 0.90 0.25
H: -3.23 1.22 -1.45
H: -0.42 1.55 1.84
H: -1.88 -1.00 1.39
H: -0.68 -3.04 1.08
H: 0.00 -3.42 -0.32
H: 0.90 -2.90 1.06
H: -3.01 -0.94 -0.83
H: -1.61 -0.32 -1.32


<c>
The following is a quantum chemistry calculation of an isolated ion of composition C11H15N2 and charge +1, from OMol25.

* charge: +1
* SMILES: C#CCc1ccc[n+]([C@H](C)CC)n1

Element x y z (Å)
C: 3.50 -1.96 1.10
C: 3.51 -0.99 0.38
C: 3.45 0.33 -0.35
C: 2.01 0.88 -0.18
C: 1.82 2.21 0.34
C: 0.47 2.64 0.46
C: -0.56 1.71 0.09
N: -0.18 0.52 -0.35
C: -1.30 -0.44 -0.69
C: -2.30 0.16 -1.71
C: -2.03 -0.75 0.68
C: -2.23 -2.30 0.89
N: 1.02 0.06 -0.52
H: 3.84 -2.87 1.60
H: 3.57 0.13 -1.43
H: 4.20 1.05 0.02
H: 2.66 2.86 0.62
H: 0.24 3.64 0.85
H: -1.60 2.02 0.21
H: -0.86 -1.35 -1.14
H: -1.86 0.36 -2.71
H: -2.86 1.04 -1.32
H: -3.08 -0.62 -1.87
H: -3.00 -0.20 0.62
H: -1.41 -0.39 1.53
H: -2.13 -2.86 -0.05
H: -1.44 -2.63 1.58
H: -3.23 -2.43 1.35


Energy relative to the most stable one, in kJ/mol: <a> 187.2; <b> 24.9; <c> 0.0


<a>
The following is a quantum chemistry calculation of C15H19F18N4O13S6Y as an isolated structure, from OMol25.

Element x y z (Å)
Y: 0.77 0.54 0.41
C: 3.06 3.07 -2.82
F: 3.07 4.15 -2.10
F: 1.91 3.07 -3.55
F: 4.13 3.10 -3.68
S: 3.17 1.44 -1.65
O: 2.19 0.44 -2.08
O: 4.48 0.92 -1.62
N: 2.44 1.95 -0.06
S: 3.76 2.63 0.67
O: 4.14 1.68 1.69
O: 4.75 3.27 -0.18
C: 2.92 4.05 1.67
F: 1.81 3.57 2.30
F: 3.79 4.67 2.58
F: 2.43 5.02 0.87
C: -3.12 1.62 2.75
F: -3.99 1.74 1.78
F: -3.48 2.24 3.92
F: -3.13 0.34 2.92
S: -1.34 2.28 2.22
O: -1.24 3.71 2.55
O: -0.38 1.28 2.70
N: -1.03 1.98 0.49
S: -2.10 2.85 -0.29
O: -2.88 1.96 -1.17
O: -2.87 3.93 0.36
C: -0.79 3.76 -1.50
F: -0.16 3.00 -2.28
F: -1.37 4.73 -2.17
F: 0.15 4.45 -0.79
C: 2.28 -3.71 1.27
F: 1.73 -3.68 0.05
F: 1.29 -3.92 2.18
F: 3.25 -4.55 1.41
S: 2.97 -1.89 1.45
O: 4.10 -1.96 2.36
O: 3.21 -1.43 0.10
N: 1.58 -0.88 1.95
S: 1.56 -1.17 3.59
O: 0.17 -1.22 4.07
O: 2.25 -2.35 4.07
C: 2.37 0.37 4.43
F: 1.99 1.44 3.78
F: 1.97 0.49 5.69
F: 3.72 0.25 4.42
C: -0.97 -2.69 -3.40
C: -1.45 -1.46 -2.59
C: -2.98 -1.26 -2.82
C: -3.92 -2.06 -1.90
C: -3.43 -1.94 -0.46
C: -1.90 -2.19 -0.23
N: -1.05 -1.46 -1.14
O: 0.30 -1.50 -0.87
C: -1.47 -1.79 1.19
C: -1.74 -3.75 -0.40
C: -0.75 -0.20 -3.19
H: -1.22 -2.54 -4.45
H: -1.49 -3.60 -3.09
H: 0.10 -2.92 -3.31
H: -3.27 -0.21 -2.70
H: -3.12 -1.41 -3.89
H: -3.85 -3.13 -2.13
H: -4.95 -1.72 -1.95
H: -4.00 -2.72 0.04
H: -3.79 -1.13 0.18
H: -1.38 -0.72 1.32
H: -2.34 -1.99 1.82
H: -0.79 -2.40 1.79
H: -1.94 -4.30 0.52
H: -2.25 -4.17 -1.26
H: -0.68 -3.92 -0.60
H: -0.77 0.62 -2.47
H: -1.21 0.12 -4.13
H: 0.30 -0.36 -3.40
H: 0.50 -2.37 -1.23


<b>
The following is a quantum chemistry calculation of C15H19F18N4O13S6Y as an isolated structure, from OMol25.

Element x y z (Å)
Y: -0.57 0.35 -0.31
C: -1.31 4.31 -2.14
F: -1.20 3.86 -3.41
F: -1.09 5.64 -2.07
F: -2.57 3.94 -1.76
S: -0.02 3.38 -1.01
O: 1.18 4.17 -0.66
O: -0.73 2.92 0.15
N: 0.33 1.84 -1.79
S: 1.54 2.30 -2.74
O: 1.51 3.69 -3.35
O: 2.74 1.81 -2.01
C: 1.27 1.18 -4.22
F: 1.46 -0.06 -3.92
F: 0.03 1.47 -4.69
F: 2.18 1.57 -5.20
C: -3.40 0.54 -3.82
F: -4.69 0.40 -4.18
F: -2.58 -0.22 -4.48
F: -2.92 1.77 -3.82
S: -3.16 -0.11 -1.90
O: -2.72 1.05 -1.08
O: -4.46 -0.75 -1.48
N: -1.63 -1.04 -1.73
S: -2.13 -2.44 -2.31
O: -2.07 -3.41 -1.21
O: -3.26 -2.50 -3.24
C: -0.64 -3.05 -3.57
F: -1.05 -4.21 -4.14
F: -0.31 -2.07 -4.53
F: 0.54 -3.27 -2.94
C: -3.87 -1.86 2.10
F: -4.00 -2.23 0.91
F: -4.70 -0.82 2.30
F: -4.11 -2.86 2.94
S: -2.00 -1.25 2.27
O: -1.52 -1.49 3.62
O: -1.17 -1.98 1.25
N: -1.94 0.34 1.56
S: -2.53 1.24 2.70
O: -3.30 0.61 3.74
O: -1.56 2.26 3.14
C: -3.88 2.23 1.76
F: -3.36 3.27 1.17
F: -4.33 1.49 0.79
F: -4.90 2.59 2.58
C: 1.26 1.04 3.22
C: 2.17 0.09 2.67
C: 2.27 -1.10 3.63
C: 2.89 -2.40 2.88
C: 2.39 -2.75 1.49
C: 2.54 -1.56 0.56
N: 1.83 -0.35 1.26
O: 1.71 0.71 0.41
C: 3.98 -1.16 0.07
C: 1.76 -1.87 -0.75
C: 3.59 0.80 2.70
H: 1.29 1.23 4.29
H: 0.26 0.60 3.16
H: 1.17 1.97 2.64
H: 2.99 -0.93 4.43
H: 1.25 -1.31 3.96
H: 2.66 -3.24 3.53
H: 3.97 -2.24 2.91
H: 1.42 -3.22 1.63
H: 3.02 -3.55 1.09
H: 4.23 -0.72 -0.89
H: 4.46 -0.56 0.84
H: 4.60 -2.05 -0.02
H: 0.71 -2.10 -0.56
H: 1.81 -1.23 -1.63
H: 2.14 -2.79 -1.18
H: 4.48 0.25 3.02
H: 3.58 1.63 3.41
H: 3.83 1.32 1.77
H: 2.62 0.89 0.16


Energy relative to the most stable one, in kJ/mol: <a> 0.0; <b> 8.1